DFT (ωB97M-V/def2-TZVPD) results for a structure of composition C28H26ClIN3O5PdS.

Structure (XYZ):
```
66
Properties=species:S:1:pos:R:3:mulliken_charge:R:1
Pd -0.0750 0.3588 0.2133 1.258
C -1.6939 -1.2218 4.1553 -0.663
O -0.5112 -1.9691 4.4497 -0.445
C 0.7193 -1.6489 4.0161 0.302
C 1.7564 -2.3168 4.6073 -0.666
C 3.0876 -2.0927 4.2163 -0.577
C 3.3955 -1.2013 3.2172 -0.964
C 2.3835 -0.5127 2.5358 1.221
C 2.7668 0.4817 1.5937 -1.132
N 1.9198 1.0533 0.7819 0.717
N 2.3341 2.1456 0.1373 -0.870
C 1.2641 2.8330 -0.3241 0.761
O 0.0621 2.5105 -0.1009 -1.005
C 1.5557 4.0665 -1.0904 0.454
C 0.5119 4.9213 -1.4346 -0.400
C 0.7710 6.0718 -2.1607 -0.689
C 2.0714 6.3669 -2.5509 -0.370
C 3.1132 5.5146 -2.2119 -0.680
C 2.8592 4.3672 -1.4782 -0.203
C 0.9795 -0.7159 2.9243 1.158
O 0.0142 -0.1284 2.3705 -1.037
H -2.4492 -1.6460 4.8110 0.363
H -1.9891 -1.3471 3.1154 0.152
H -1.5613 -0.1647 4.3774 0.300
H 1.5210 -3.0210 5.3942 0.472
H 3.8803 -2.6266 4.7231 0.417
H 4.4270 -1.0173 2.9466 0.446
H 3.7907 0.8483 1.6060 0.370
H -0.4939 4.6747 -1.1224 0.428
H -0.0381 6.7412 -2.4209 0.407
H 2.2741 7.2664 -3.1176 0.399
H 4.1252 5.7476 -2.5151 0.393
H 3.6628 3.7023 -1.1966 0.431
Cl -5.7563 0.3025 -3.9312 -0.191
C -4.1549 0.3485 -3.3457 0.766
C -3.1153 0.3485 -4.2605 -0.522
C -1.8001 0.3817 -3.8363 -0.356
I -0.2592 0.3856 -5.1934 0.149
C -1.4706 0.4117 -2.4267 0.607
O -0.3003 0.4239 -2.0273 -0.415
C -2.6034 0.4268 -1.4744 0.277
N -2.2929 0.4836 -0.1715 0.345
C -3.2606 0.5034 0.7243 -0.689
C -4.6107 0.4609 0.3663 -1.054
C -4.9440 0.4016 -0.9628 -0.698
C -3.9230 0.3902 -1.9255 -0.066
H -3.3459 0.3235 -5.3162 0.445
H -2.9532 0.5677 1.7608 0.730
H -5.3723 0.4782 1.1325 0.439
H -5.9787 0.3692 -1.2745 0.463
C -1.1113 -4.7264 0.7955 -1.187
C 0.1757 -4.3901 0.0532 -0.489
S 0.6029 -2.6815 0.3599 0.688
O -0.5270 -1.8507 -0.2631 -0.656
C 2.0193 -2.4807 -0.7319 -0.469
C 1.6968 -2.5580 -2.2147 -1.124
H -1.3367 -5.7855 0.6812 0.421
H -1.9461 -4.1517 0.3984 0.252
H -1.0202 -4.5149 1.8623 0.300
H 0.0804 -4.5355 -1.0220 0.309
H 1.0221 -4.9708 0.4265 0.437
H 2.7546 -3.2164 -0.3966 0.609
H 2.4049 -1.4921 -0.4700 0.070
H 1.3924 -3.5541 -2.5312 0.351
H 2.5881 -2.2922 -2.7827 0.425
H 0.9108 -1.8483 -2.4704 0.083
```

Properties
- Net charge: +1
- HOMO-LUMO gap (alpha / beta): 7.0062 / 4.8918 eV
- LUMO energy (alpha / beta): -3.339 / -5.271 eV
- Energy relative to the best compared isomer or geometry (same formula, charge and spin): 0.0 kJ/mol
- Spin multiplicity: 5
- Electronic energy: -2906.69493 hartree

DFT (ωB97M-V/def2-TZVPD) results for an isolated molecule of C5H4N2.

Structure (XYZ):
```
11
Properties=species:S:1:pos:R:3:mulliken_charge:R:1
N 3.1275 -0.2177 1.0741 -0.472
C 1.9650 0.0179 0.9738 0.114
C 0.6423 0.0737 0.4210 0.193
C -0.4703 -0.1441 1.0791 -0.154
C -1.5370 -0.0902 0.0338 -0.515
C -0.8481 0.1130 -1.1114 -0.304
N 0.4218 0.2928 -0.9727 -0.216
H -0.4957 -0.7642 2.1137 0.257
H -2.5053 -0.5858 0.1078 0.326
H -1.3552 0.2186 -2.0681 0.388
H 1.0551 1.0860 -1.6512 0.383
```

Properties
- Structure (SMILES): N#Cc1ccc[nH]1
- HOMO-LUMO gap: 9.4647 eV
- LUMO energy: 0.401 eV
- Energy relative to the best compared isomer or geometry (same formula, charge and spin): 195.2 kJ/mol
- Electronic energy: -302.35395 hartree

DFT (ωB97M-V/def2-TZVPD) results for a cluster of 9 separate species, H18O9 in total.

Structure (XYZ):
```
27
Properties=species:S:1:pos:R:3:mulliken_charge:R:1
O -0.2281 -0.0354 -0.2442 -0.619
H 0.0760 0.8325 -0.5342 0.310
H 0.5771 -0.5765 -0.1748 0.339
O -2.1458 3.2066 -1.7973 -0.644
H -2.5342 2.3265 -1.8272 0.331
H -1.4027 3.1420 -1.1798 0.371
O 2.1483 -1.6389 -0.0204 -0.640
H 2.4465 -1.7776 0.8850 0.285
H 2.7045 -0.9235 -0.3686 0.304
O 0.7144 -3.9366 -1.3330 -0.634
H 1.4541 -4.5105 -1.5506 0.300
H 1.1168 -3.1607 -0.9214 0.337
O -0.0837 -2.5799 2.6488 -0.601
H -0.6339 -2.2487 3.3660 0.321
H 0.5153 -1.8539 2.4554 0.264
O 2.4967 0.5658 -1.8343 -0.619
H 2.2292 0.1840 -2.6783 0.315
H 2.6484 1.4967 -2.0227 0.293
O -2.2601 1.7504 2.2903 -0.614
H -1.6417 2.3582 2.7050 0.296
H -1.8315 1.4355 1.4854 0.304
O -2.8667 -1.1153 0.0929 -0.622
H -1.9534 -0.8692 -0.1193 0.387
H -2.8466 -2.0719 0.1863 0.308
O 0.1794 3.1854 -0.0945 -0.641
H 1.0662 3.5163 -0.2684 0.288
H 0.0555 3.2986 0.8540 0.281
```

Properties
- Structure (SMILES): O.O.O.O.O.O.O.O.O
- HOMO-LUMO gap: 9.8486 eV
- LUMO energy: -0.517 eV
- Energy relative to the best compared isomer or geometry (same formula, charge and spin): 214.8 kJ/mol
- Electronic energy: -687.94399 hartree

DFT (ωB97M-V/def2-TZVPD) results for an isolated molecule of C2H2N2OS2.

Structure (XYZ):
```
9
Properties=species:S:1:pos:R:3:mulliken_charge:R:1
S -1.7918 -1.2008 1.1120 -0.329
C -0.5564 -0.6556 0.1920 0.360
O 0.1374 -1.3987 -0.6763 -0.192
N 1.0264 -0.5300 -1.3663 -0.019
N 1.0208 0.6717 -0.7444 -0.432
C 0.0552 0.6746 0.1172 0.398
S -0.4171 2.0618 1.0445 -0.193
H 1.9279 -0.9760 -1.3520 0.264
H -1.4023 1.3530 1.6733 0.142
```

Properties
- Structure (SMILES): S=c1o[nH]nc1S
- HOMO-LUMO gap: 8.4731 eV
- LUMO energy: -0.588 eV
- Energy relative to the best compared isomer or geometry (same formula, charge and spin): 148.6 kJ/mol
- Electronic energy: -1058.45705 hartree

DFT (ωB97M-V/def2-TZVPD) results for a structure of composition C14H29InN2O9PS2.

Structure (XYZ):
```
58
Properties=species:S:1:pos:R:3:mulliken_charge:R:1
C 5.6537 1.8168 3.2800 -1.057
C 5.1677 0.6404 2.4366 -0.204
S 4.5473 1.2089 0.8343 -0.154
C 3.0623 0.1692 0.6762 -1.044
In 1.3590 1.1253 1.6569 0.810
C 0.5115 2.6640 0.3090 -0.645
C 1.4027 3.8243 0.3638 -0.081
O 1.1468 4.8904 0.8744 -0.575
N 2.0856 2.2047 3.4391 -0.521
C 1.2438 2.8777 3.9555 0.401
S 0.1106 3.7737 4.6560 -0.437
P -0.3460 -0.5165 2.5799 0.516
N -1.3811 -1.0600 1.5454 -0.722
O 0.4570 -1.7439 3.3046 -0.549
O -1.0429 0.1442 3.8995 -0.462
H 4.8183 2.2749 3.8107 0.234
H 6.4189 1.5017 3.9948 0.328
H 6.0833 2.5951 2.6445 0.280
H 5.9753 -0.0747 2.2645 0.449
H 4.3505 0.1139 2.9345 0.052
H 2.8845 0.0559 -0.3946 0.422
H 3.2771 -0.8247 1.0741 0.277
H -0.4800 2.9560 0.6591 0.327
H 0.4768 2.2228 -0.6903 0.259
H 2.4090 3.6976 -0.0910 0.345
H -1.3800 -2.0690 1.4386 0.151
H 1.1323 -1.4091 3.9076 0.309
H -1.8351 0.6374 3.6508 0.291
C 0.2566 1.8727 -7.3348 -1.073
C 1.5100 1.7874 -6.4919 -0.194
O 1.7928 3.0318 -5.8314 -0.378
C 1.0919 3.2483 -4.7110 0.781
O 0.2727 2.5014 -4.2409 -0.559
O 1.4399 4.4351 -4.2272 -0.362
C 0.7558 4.8126 -3.0215 -0.222
H 0.3305 2.6990 -8.0429 0.285
H 0.1206 0.9460 -7.8938 0.345
H -0.6185 2.0277 -6.7057 0.311
H 2.3883 1.6030 -7.1082 0.287
H 1.4328 0.9959 -5.7477 0.318
H 0.8474 4.0369 -2.2674 -0.062
H -0.2970 4.9985 -3.2271 0.314
H 1.2378 5.7226 -2.6799 0.234
C -6.3195 -5.5516 -0.3986 -1.085
C -5.3200 -6.5067 0.2161 -0.192
O -4.1473 -5.8203 0.6773 -0.361
C -4.2644 -5.2284 1.8722 0.773
O -5.2458 -5.2572 2.5736 -0.568
O -3.1312 -4.5952 2.1334 -0.315
C -3.1111 -3.8701 3.3720 -0.629
H -5.8491 -4.9696 -1.1914 0.294
H -7.1550 -6.1095 -0.8235 0.344
H -6.7073 -4.8657 0.3530 0.311
H -4.9465 -7.2146 -0.5221 0.283
H -5.7606 -7.0629 1.0430 0.319
H -3.3853 -4.5245 4.1972 0.367
H -3.7904 -3.0220 3.3242 0.317
H -2.0941 -3.5099 3.4902 0.118
```

Properties
- Net charge: -1
- HOMO-LUMO gap: 7.3914 eV
- LUMO energy: 2.462 eV
- Energy relative to the best compared isomer or geometry (same formula, charge and spin): 0.0 kJ/mol
- Electronic energy: -2665.53264 hartree

DFT (ωB97M-V/def2-TZVPD) results for a cluster of 2 separate species, N4O2 in total.

Structure (XYZ):
```
6
Properties=species:S:1:pos:R:3:mulliken_charge:R:1
N -1.7174 1.5423 -1.2942 -0.380
N -0.0261 -0.0505 -1.1415 -0.478
N -0.8986 0.7374 -1.1904 0.822
N 0.8803 -0.8234 1.1426 0.843
O 0.0465 -0.4957 1.8807 -0.401
O 1.9803 -1.1021 0.9611 -0.407
```

Properties
- HOMO-LUMO gap (alpha / beta): 10.2452 / 6.5598 eV
- LUMO energy (alpha / beta): -0.549 / -2.721 eV
- Energy relative to the best compared isomer or geometry (same formula, charge and spin): 232.8 kJ/mol
- Electronic energy: -369.26392 hartree

DFT (ωB97M-V/def2-TZVPD) results for a structure of composition C19H38PPr.

Structure (XYZ):
```
59
Properties=species:S:1:pos:R:3:mulliken_charge:R:1
C 1.0870 1.9488 -0.8778 -0.542
H 1.5590 2.3042 0.0417 0.660
H 1.8669 1.8913 -1.6483 0.388
H 1.6144 -0.0184 0.4179 0.039
C -0.0370 2.8891 -1.3016 -0.150
H -0.7465 2.3648 -1.9536 0.169
H -0.6080 3.2008 -0.4185 0.405
C 0.4915 4.1351 -2.0320 -1.518
H -0.3297 4.7795 -2.3678 0.403
H 1.1400 4.7270 -1.3758 0.387
H 1.0804 3.8507 -2.9122 0.360
C -0.3587 -2.0439 -1.4680 0.729
C -0.7689 -0.9893 -2.3783 0.701
C 0.4077 -0.4010 -2.9215 0.523
C 1.5544 -1.0432 -2.3214 0.642
C 1.0655 -2.0932 -1.4534 0.431
C 1.9121 -3.1010 -0.7356 -1.460
C 2.9834 -0.7951 -2.7011 -1.528
C 0.4749 0.6528 -3.9821 -1.088
C -2.1844 -0.6722 -2.7584 -1.680
C -1.2865 -2.9860 -0.7604 -1.152
Pr 0.4615 -0.0672 -0.6539 -0.780
H 3.6621 -1.0725 -1.8906 0.408
H 3.2608 -1.3789 -3.5893 0.396
H 3.1535 0.2606 -2.9331 0.302
H 2.9300 -2.7316 -0.5894 0.362
H 1.4978 -3.3426 0.2465 0.286
H 1.9720 -4.0328 -1.3141 0.401
H -2.2522 -2.5165 -0.5540 0.339
H -1.4752 -3.8762 -1.3756 0.368
H -0.8641 -3.3205 0.1904 0.253
H -2.2651 0.3256 -3.1973 0.352
H -2.5616 -1.3947 -3.4948 0.415
H -2.8475 -0.7099 -1.8899 0.365
H 1.3140 1.3363 -3.8194 0.276
H 0.6149 0.1892 -4.9673 0.381
H -0.4428 1.2444 -4.0194 0.338
C -0.4693 -2.3013 3.8023 -1.176
C -1.3338 -1.1061 3.4061 -0.691
P -0.5809 -0.1707 2.0129 1.173
C -2.0166 0.8947 1.5981 -0.275
C -2.6048 1.6687 2.7768 -1.302
C 0.9725 0.4247 2.8315 -0.652
C 0.8171 1.0078 4.2369 -1.270
H -0.3217 -2.9719 2.9292 0.183
H -0.9755 -2.8728 4.6078 0.401
H 0.5227 -1.9822 4.1803 0.313
H -2.3130 -1.5048 3.0639 0.472
H -1.5135 -0.4622 4.2882 0.480
H -1.6699 1.6354 0.8551 0.031
H -2.8037 0.2711 1.1230 0.336
H -1.8367 2.3263 3.2328 0.276
H -3.4293 2.3149 2.4098 0.419
H -3.0324 0.9941 3.5435 0.313
H 1.7080 -0.4072 2.8639 0.428
H 1.3940 1.2377 2.2065 0.398
H 0.4788 0.2507 4.9690 0.317
H 1.8083 1.3734 4.5850 0.415
H 0.1215 1.8673 4.2344 0.228
```

Properties
- Net charge: +2
- HOMO-LUMO gap (alpha / beta): 6.7007 / 5.9980 eV
- LUMO energy (alpha / beta): -8.242 / -8.981 eV
- Spin multiplicity: 3
- Electronic energy: -1604.23453 hartree